--- i ---
C10H14O3 | ωB97M-V/def2-TZVPD

Calculated values
Total charge = 0
E_HOMO = -8.23 eV
SMILES = CCCCc1ccc(O)c(O)c1O

```
27
C10H14O3 ωB97M-V/def2-TZVPD
C 2.22717 -0.44860 1.41445
C 2.60913 -1.62783 0.61038
C 1.97370 -1.50417 -0.74251
C 0.33991 -1.69374 -0.67654
C -0.49287 -0.32531 -0.58094
C -0.36300 0.66570 -1.55366
C -1.16232 1.78804 -1.60480
C -1.93317 2.14194 -0.58420
O -2.74581 3.24759 -0.42544
C -2.16408 1.06054 0.39966
O -3.03897 1.27694 1.44449
C -1.51619 -0.15954 0.40206
O -1.46177 -0.98625 1.55512
H 1.13178 -0.44506 1.76839
H 2.43142 0.43365 0.94514
H 2.68024 -0.53686 2.45404
H 2.07390 -2.50584 1.07591
H 3.69648 -1.82921 0.55785
H 2.32550 -2.26651 -1.65388
H 1.89340 -0.30023 -1.07253
H 0.01153 -2.23959 0.13711
H 0.18531 -2.14558 -1.62957
H 0.30884 0.41024 -2.35618
H -1.09011 2.58281 -2.39438
H -2.38885 3.80144 -1.11178
H -3.70374 1.99413 1.37493
H -1.82743 -0.38872 2.24690
```



--- ii ---
C10H14O3 | ωB97M-V/def2-TZVPD

Calculated values
Total charge = 0
E_HOMO = -8.73 eV

```
27
C10H14O3 ωB97M-V/def2-TZVPD
C -1.39089 1.62975 0.14246
C -0.01598 1.21138 0.64433
C -1.95619 0.81048 -0.95076
C 3.82055 0.71951 -1.38211
C -1.11233 -0.43120 -1.27840
C 0.48197 0.01056 0.43457
C -0.34700 -1.09528 -0.15703
C 0.79433 2.23398 1.42790
C -1.44166 -1.73043 0.79758
C 0.67176 -2.16855 -0.67416
O -2.94652 1.04718 -1.61549
O 4.33714 -0.19685 -1.77563
O 1.65656 -0.43185 0.99690
H -2.03318 1.42490 0.97858
H -1.25481 2.66305 -0.29444
H -1.78893 -1.05847 -1.83910
H -0.43483 -0.00401 -2.04447
H 1.29417 1.83873 2.35042
H 0.32596 3.14693 1.68102
H 1.51512 2.76247 0.81121
H -0.96530 -1.57612 1.75062
H -1.72611 -2.81950 0.50094
H -2.38670 -1.20216 0.71165
H 0.05793 -2.92909 -1.25091
H 1.27485 -2.58903 0.08436
H 1.48157 -1.65574 -1.32901
H 2.08855 0.38936 1.27897
```



ii comes first in stability; the runner-up is 74.6 kJ/mol higher.



--- i ---
C14H43O8V | ωB97M-V/def2-TZVPD

Calculated values
2S+1 = 4
Total charge = +1
E_HOMO (spin up / spin down) = -11.97 / -11.97 eV

```
66
C14H43O8V ωB97M-V/def2-TZVPD
V 0.64629 -2.59750 0.23633
O 0.00383 -0.65714 0.27451
H -0.73542 -0.11046 0.01508
C -0.03149 -2.66557 -3.93693
C -0.63294 -2.16522 -2.63332
O -0.45114 -3.17653 -1.60391
H -0.77119 -3.35027 -4.36746
H 0.88655 -3.23205 -3.78159
H 0.19022 -1.90873 -4.68611
H -1.68822 -1.91663 -2.73744
H -0.12429 -1.26576 -2.28584
H -0.88366 -3.98951 -1.89246
C -3.33460 -3.80250 0.56786
C -2.33351 -2.74174 1.01010
O -1.08425 -3.37608 1.39923
H -4.24759 -3.35942 0.17280
H -3.55681 -4.49567 1.37775
H -2.90468 -4.37924 -0.25748
H -2.75876 -2.20408 1.85715
H -2.14036 -2.03140 0.21407
H -1.16829 -3.63211 2.32477
C -3.15714 1.24042 -1.84120
C -2.94395 2.74171 -1.70423
O -3.76875 3.36764 -2.67753
H -2.98297 0.95659 -2.87921
H -4.18470 0.94617 -1.61797
H -2.53166 0.67488 -1.14736
H -1.89039 2.97718 -1.88375
H -3.21845 3.09039 -0.70204
H -3.46934 4.26986 -2.81763
C 1.60003 3.78772 -1.55156
C 0.98835 2.81623 -0.56670
O 0.55635 1.66372 -1.28218
H 0.87575 4.01716 -2.33367
H 2.50315 3.37790 -2.00269
H 1.88257 4.73054 -1.08020
H 0.15441 3.25596 -0.00513
H 1.72451 2.50749 0.18398
H 0.41400 0.92884 -0.66440
C -2.42332 1.75886 3.90345
C -1.62800 1.53417 2.61766
O -1.88382 0.22969 2.10367
H -1.94419 2.49884 4.54219
H -2.45161 0.81026 4.44066
H -3.43670 2.08175 3.67697
H -0.55250 1.64303 2.79167
H -1.91994 2.29957 1.88929
H -1.08541 -0.06819 1.61533
C 3.35558 1.92405 2.31909
C 2.61456 0.68327 2.83321
O 3.44882 -0.46197 2.59841
H 2.77360 2.81444 2.57317
H 3.58030 1.88100 1.25685
H 4.29118 2.04371 2.87053
H 1.64474 0.56131 2.35800
H 2.49481 0.77692 3.91479
H 4.26521 -0.34479 3.09044
C 4.52890 -1.36605 -0.25855
C 3.16981 -1.09241 -0.82922
O 2.41882 -2.30796 -1.08313
H 5.21820 -1.79645 -0.99416
H 4.48761 -2.14127 0.51470
H 4.99684 -0.51510 0.22761
H 3.20601 -0.46226 -1.72126
H 2.56621 -0.53230 -0.10564
H 2.83282 -2.74488 -1.83934
```



--- ii ---
C14H43O8V | ωB97M-V/def2-TZVPD

Calculated values
2S+1 = 4
Total charge = +1
E_HOMO (spin up / spin down) = -11.78 / -11.78 eV

```
66
C14H43O8V ωB97M-V/def2-TZVPD
V -3.48104 -29.47934 25.82406
O -4.24218 -28.44426 27.44850
H -4.97693 -27.84077 27.32062
C -8.54369 -31.26204 29.64238
C -7.66531 -30.10876 29.24626
O -6.59611 -30.60606 28.40859
H -9.28384 -31.08492 30.42227
H -7.98870 -32.11039 30.06018
H -9.04335 -31.70379 28.77575
H -7.33480 -29.62068 30.16926
H -8.17895 -29.37056 28.62631
H -6.10158 -29.80632 28.18017
C -5.47381 -24.09510 26.08078
C -5.12143 -24.26885 27.55551
O -3.71244 -24.17576 27.64246
H -6.48234 -23.69634 25.92604
H -5.48780 -25.08342 25.60946
H -4.83239 -23.34264 25.63121
H -5.53410 -25.19772 27.95357
H -5.62302 -23.43360 28.06314
H -3.39712 -24.69058 28.40947
C -7.34161 -29.00308 23.64261
C -6.53325 -29.46695 24.85572
O -5.26045 -30.01925 24.46863
H -8.17057 -28.37836 23.96771
H -7.64478 -29.86743 23.05451
H -6.73470 -28.36228 23.00050
H -7.06474 -30.16842 25.50409
H -6.39245 -28.61928 25.53070
H -5.40409 -30.80874 23.93401
C -3.95411 -33.69065 27.55380
C -4.25088 -32.72730 26.38079
O -3.83886 -31.40423 26.74885
H -2.95686 -33.42643 27.90236
H -4.06639 -34.73666 27.29361
H -4.69585 -33.42660 28.31003
H -5.33372 -32.73536 26.21113
H -3.77882 -33.00939 25.43886
H -4.06410 -31.30129 27.71213
C -1.35109 -25.56499 30.32062
C -1.88679 -26.73354 29.52137
O -3.25160 -26.47128 29.18071
H -0.98208 -24.73721 29.71864
H -0.53655 -25.92602 30.95627
H -2.07320 -25.17559 31.03943
H -1.77507 -27.66788 30.08296
H -1.28138 -26.86246 28.61379
H -3.57138 -27.24807 28.68523
C -3.10451 -31.18908 31.46442
C -4.06027 -30.31499 30.63679
O -3.68382 -30.48550 29.26511
H -3.25761 -32.20460 31.08872
H -3.27162 -31.08658 32.53169
H -2.07532 -30.95217 31.19991
H -3.79637 -29.26893 30.84111
H -5.11032 -30.52230 30.83442
H -3.82888 -29.69576 28.72645
C -8.12877 -26.73380 26.97204
C -8.68833 -25.65236 26.07725
O -10.07617 -25.95386 25.96632
H -8.25139 -27.75431 26.60973
H -8.51911 -26.59379 27.97811
H -7.03324 -26.66939 27.06093
H -8.25383 -25.59696 25.06932
H -8.47519 -24.64735 26.45687
H -10.47522 -25.49710 25.22025
```



i comes first in stability; the runner-up is 129.6 kJ/mol higher.